[1]
2 unconnected molecules or ions with the total composition C2H5BO2 at a distorted geometry, computed with wB97M-V/def2-TZVPD.

```
10
C2H5BO2 wB97M-V/def2-TZVPD
B -0.126 0.498 0.074
C 2.044 -0.046 -0.191
C -1.129 -0.715 0.161
O 2.514 -0.436 -1.214
O -0.536 1.763 0.011
H 2.752 -0.118 0.844
H -1.408 -0.928 -0.913
H -2.034 -0.439 0.861
H -0.691 -1.638 0.378
H -1.386 2.060 -0.012
```

Values from the calculation:
* gap between HOMO and LUMO: 8.356 eV
* HOMO energy: -8.1 eV
* relative energy (zero: lowest compared OMol25 entry of this formula, charge and spin): 360.20 kJ/mol
* total energy: -254.4771 Ha


[2]
2 unconnected molecules or ions with the total composition C6H14N2O2 at a distorted geometry, computed with wB97M-V/def2-TZVPD.

```
24
C6H14N2O2 wB97M-V/def2-TZVPD
C -3.307 0.102 -0.682
C -0.496 1.807 1.180
C -1.775 1.079 0.989
O -2.621 0.907 1.888
N -1.996 0.732 -0.339
H -1.187 0.764 -0.953
H -3.671 0.652 -1.473
H -0.733 2.941 1.059
H -3.221 -0.848 -1.221
H -3.891 -0.120 0.170
H -0.160 1.570 2.194
H 0.290 1.412 0.451
C 3.058 -0.718 -2.100
C 1.469 -1.587 1.275
C 2.073 -0.622 -0.977
O 1.076 0.122 -1.084
N 2.264 -1.644 -0.039
H 2.852 -1.499 -2.841
H 3.188 -1.961 0.173
H 0.339 -1.273 0.999
H 3.174 0.244 -2.497
H 4.016 -1.048 -1.774
H 1.628 -2.375 1.973
H 1.724 -0.680 1.850
```

Values from the calculation:
* gap between HOMO and LUMO (spin up / spin down): 10.088 / 4.693 eV
* HOMO energy (spin up / spin down): -13.4 / -13.4 eV
* relative energy (zero: lowest compared OMol25 entry of this formula, charge and spin): 179.38 kJ/mol
* multiplicity: 2
* charge: +1
* total energy: -496.6635 Ha
* expectation value of S²: 0.784


[3]
A single C2H7N3O molecule at a distorted geometry, computed with wB97M-V/def2-TZVPD.

```
13
C2H7N3O wB97M-V/def2-TZVPD
C -0.671 -0.448 2.420
O -0.614 -0.248 1.063
N 0.673 -0.639 0.476
C 0.910 -0.104 -0.621
N 0.140 0.805 -1.287
N 0.294 0.771 -2.638
H -0.121 0.319 2.965
H -1.725 -0.837 2.801
H -0.047 -1.261 2.742
H 1.886 -0.440 -0.998
H -0.710 0.617 -0.789
H 0.144 -0.064 -3.032
H -0.159 1.531 -3.102
```

Values from the calculation:
* gap between HOMO and LUMO: 9.739 eV
* HOMO energy: -8.7 eV
* relative energy (zero: lowest compared OMol25 entry of this formula, charge and spin): 482.26 kJ/mol
* structure (SMILES): CO/N=C\NN
* total energy: -319.7661 Ha


[4]
A molecular structure, C6H14ClO2RuTm at a distorted geometry, computed with wB97M-V/def2-TZVPD.

```
25
C6H14ClO2RuTm wB97M-V/def2-TZVPD
Ru -1.246 -1.295 0.840
Cl -0.100 0.190 -0.365
C -0.142 -2.877 0.356
H -0.161 -3.499 1.280
H 0.884 -2.524 0.121
H -0.585 -3.426 -0.500
Tm 2.102 1.168 -1.027
C 2.700 0.090 -2.998
C 1.351 3.322 -1.339
C 3.800 1.152 0.399
H 0.844 3.673 -0.429
H 2.212 3.970 -1.561
H 0.625 3.368 -2.160
H 2.812 -0.991 -2.822
H 1.947 0.251 -3.782
H 3.667 0.525 -3.307
H 4.706 0.506 0.277
H 4.064 2.014 1.060
C -4.802 -0.739 2.610
C -3.498 -0.868 1.859
O -2.943 -2.028 1.791
O -2.934 0.137 1.305
H -5.451 -1.595 2.388
H -5.275 0.198 2.323
H -4.575 -0.720 3.681
```

Values from the calculation:
* gap between HOMO and LUMO (spin up / spin down): 5.543 / 7.523 eV
* HOMO energy (spin up / spin down): -2.5 / -4.8 eV
* multiplicity: 8
* charge: -1
* total energy: -2027.6254 Ha
* expectation value of S²: 15.767


[5]
A molecular structure, C24H37HgO2Si at a distorted geometry, computed with wB97M-V/def2-TZVPD.

```
65
C24H37HgO2Si wB97M-V/def2-TZVPD
O 0.462 0.349 -7.818
C 0.331 1.647 -8.474
C 0.113 1.039 -9.866
H 1.257 2.230 -8.388
H -0.531 2.206 -8.091
C 0.307 -0.309 -9.110
H 0.899 1.266 -10.592
H -0.896 1.182 -10.266
C 1.566 -1.046 -9.526
H 2.435 -0.379 -9.527
H 1.439 -1.454 -10.538
H 1.753 -1.883 -8.844
C -0.906 -1.215 -9.159
H -1.816 -0.682 -8.861
H -0.756 -2.078 -8.499
H -1.043 -1.591 -10.182
Hg 1.042 1.149 0.297
C -2.610 -0.400 1.188
C -2.183 0.950 1.325
C -2.095 1.518 0.018
H -1.934 1.446 2.260
C -2.506 0.529 -0.922
C -2.814 -0.664 -0.200
H -3.148 -1.608 -0.626
H -2.746 -1.106 2.009
H -1.781 2.532 -0.227
H -2.606 0.668 -1.997
C 1.466 -1.611 1.508
C 0.536 -2.417 0.620
C 0.918 -2.306 -0.703
H -0.251 -3.050 1.032
C 1.978 -1.365 -0.823
C 2.237 -0.784 0.454
H 3.203 -0.379 0.759
H 2.157 -2.289 2.058
H 0.498 -2.863 -1.541
H 2.470 -1.100 -1.757
O 0.321 0.843 -2.320
C 0.017 -0.145 -3.329
C -0.267 0.584 -4.639
H -0.816 -0.765 -2.965
H 0.898 -0.800 -3.449
C 0.523 1.894 -4.485
H -1.343 0.804 -4.710
H 0.042 0.020 -5.521
C 0.584 2.106 -2.971
H 0.068 2.738 -5.009
H 1.541 1.741 -4.870
H -0.178 2.826 -2.625
H 1.567 2.474 -2.631
C 1.495 -0.801 6.206
Si 0.003 -0.049 5.340
C -1.585 -0.883 5.896
C -0.062 1.755 5.831
C 0.328 -0.260 3.519
C 0.794 -0.771 2.495
H 1.416 -0.738 7.301
H 2.399 -0.260 5.891
H 1.625 -1.855 5.921
H -1.622 -0.887 6.994
H -2.480 -0.360 5.533
H -1.645 -1.924 5.552
H 0.809 2.281 5.425
H -0.965 2.250 5.457
H -0.044 1.855 6.925
```

Values from the calculation:
* gap between HOMO and LUMO: 4.465 eV
* HOMO energy: -2.3 eV
* relative energy (zero: lowest compared OMol25 entry of this formula, charge and spin): 38.17 kJ/mol
* charge: -1
* total energy: -1529.9237 Ha


[6]
A single C5H14BrNSi molecule at a distorted geometry, computed with wB97M-V/def2-TZVPD.

```
22
C5H14BrNSi wB97M-V/def2-TZVPD
C 1.084 2.275 -0.437
C 1.046 1.533 0.949
N 1.254 0.113 0.640
Br 3.012 -0.184 -0.028
Si -0.087 -0.852 0.120
C -1.778 -0.090 0.835
C 0.278 -2.706 0.678
C -0.308 -0.888 -1.788
H 0.182 2.085 -1.130
H 0.980 3.291 -0.189
H 1.926 2.116 -1.052
H 1.741 2.016 1.516
H 0.141 1.722 1.361
H -2.258 0.371 0.084
H -2.353 -0.867 1.149
H -1.552 0.647 1.680
H 1.123 -3.048 0.022
H 0.380 -2.678 1.786
H -0.563 -3.229 0.520
H 0.469 -1.626 -2.242
H -1.218 -1.457 -2.083
H -0.379 0.144 -2.230
```

Values from the calculation:
* gap between HOMO and LUMO: 8.995 eV
* HOMO energy: -8.6 eV
* relative energy (zero: lowest compared OMol25 entry of this formula, charge and spin): 75.67 kJ/mol
* structure (SMILES): CCN(Br)[Si](C)(C)C
* total energy: -3117.1243 Ha


[7]
A molecular structure, C13H22Cl4F2KLi2N2O9S2 at a distorted geometry, computed with wB97M-V/def2-TZVPD.

```
57
C13H22Cl4F2KLi2N2O9S2 wB97M-V/def2-TZVPD
O -4.721 0.297 2.262
C -4.024 0.482 1.282
C -3.086 1.621 1.311
C -1.576 1.379 1.031
C -0.770 0.478 1.962
C -0.972 -0.941 1.425
N -1.045 -0.692 -0.062
C -1.107 0.807 -0.315
H -4.165 -0.190 0.423
H -3.453 2.353 0.580
H -3.197 2.095 2.278
H -1.160 2.378 1.171
H -0.804 0.648 3.029
H 0.277 0.752 1.647
H -0.276 -1.710 1.756
H -1.927 -1.264 1.863
H -0.264 -1.208 -0.473
H -1.961 -1.051 -0.302
H -0.082 1.115 -0.482
H -1.728 1.081 -1.162
O 0.932 -3.946 -1.066
S 0.026 -3.735 0.074
O -0.214 -5.006 0.762
O -1.263 -3.172 -0.405
O 0.660 -2.774 1.016
Li -6.113 -1.209 2.578
C -4.617 -2.274 -3.145
Cl -3.328 -2.832 -2.132
Cl -5.281 -3.675 -4.142
Cl -5.877 -1.620 -2.094
Cl -4.022 -1.019 -4.245
F -2.657 -0.245 -6.040
Li -5.602 -6.135 -4.017
N -3.875 3.217 5.099
H -4.150 2.381 4.548
H -3.551 3.958 4.463
H -4.689 3.552 5.632
H -3.117 2.964 5.748
F 1.786 1.114 2.138
K -3.411 -2.708 -6.187
O 5.005 -2.101 -0.826
S 4.128 -1.874 0.324
O 3.860 -3.147 1.011
O 2.836 -1.324 -0.151
O 4.748 -0.933 1.253
C 5.604 1.083 -2.492
C 5.210 1.097 -1.162
C 5.761 2.021 -0.287
C 6.700 2.937 -0.744
C 7.093 2.926 -2.077
C 6.547 1.995 -2.950
H 5.175 0.357 -3.171
H 4.476 0.390 -0.803
H 5.456 2.024 0.750
H 7.127 3.661 -0.060
H 7.825 3.642 -2.434
H 6.856 1.980 -3.989
```

Values from the calculation:
* gap between HOMO and LUMO: 1.318 eV
* HOMO energy: -2.4 eV
* charge: -1
* total energy: -4746.6056 Ha


[8]
2 unconnected molecules or ions with the total composition C4H5IO at a distorted geometry, computed with wB97M-V/def2-TZVPD.

```
11
C4H5IO wB97M-V/def2-TZVPD
C 0.005 2.138 0.933
C 0.140 0.981 1.458
C 0.353 -0.010 2.174
O 0.770 -0.990 2.639
H 0.582 3.027 1.269
H -0.537 2.243 -0.073
C -0.415 -1.630 -1.641
I 0.872 0.029 -2.121
H -1.327 -1.216 -1.112
H -0.609 -2.250 -2.511
H 0.166 -2.321 -1.015
```

Values from the calculation:
* gap between HOMO and LUMO: 8.233 eV
* HOMO energy: -8.8 eV
* relative energy (zero: lowest compared OMol25 entry of this formula, charge and spin): 233.45 kJ/mol
* structure (SMILES): C=C=C=O.CI
* total energy: -528.2346 Ha


[9]
A single C7H10 molecule at a distorted geometry, computed with wB97M-V/def2-TZVPD.

```
17
C7H10 wB97M-V/def2-TZVPD
C 1.064 -2.148 0.988
C -0.047 -1.602 0.438
C -0.297 -0.173 0.405
C -1.029 0.333 1.414
C 0.234 0.720 -0.647
C 0.856 1.870 -0.303
C -0.470 0.608 -1.998
H 0.870 -3.111 1.443
H 1.913 -1.496 1.299
H -0.865 -2.307 0.225
H -1.372 -0.355 2.207
H -1.355 1.398 1.619
H 0.489 2.392 0.596
H 1.781 2.224 -0.735
H -0.087 1.409 -2.624
H -0.132 -0.345 -2.443
H -1.554 0.584 -1.884
```

Values from the calculation:
* gap between HOMO and LUMO: 8.678 eV
* HOMO energy: -8.0 eV
* relative energy (zero: lowest compared OMol25 entry of this formula, charge and spin): 395.09 kJ/mol
* structure (SMILES): C=CC(=C)C(=C)C
* total energy: -272.5675 Ha


[10]
3 unconnected molecules or ions with the total composition C5H17NO2 at a distorted geometry, computed with wB97M-V/def2-TZVPD.

```
25
C5H17NO2 wB97M-V/def2-TZVPD
C 0.304 -0.200 2.666
C 1.003 0.182 1.367
C 0.035 0.409 0.199
N -1.116 1.222 0.525
C -0.783 2.645 0.257
C -2.319 0.807 -0.191
H -0.778 -0.339 2.595
H 0.874 -1.090 3.028
H 0.527 0.445 3.495
H 1.764 -0.557 0.966
H 1.562 1.137 1.574
H -0.416 -0.648 0.011
H 0.551 0.526 -0.785
H -1.611 3.202 0.715
H -0.666 2.957 -0.770
H 0.172 2.892 0.769
H -2.172 0.903 -1.288
H -2.659 -0.228 -0.026
H -3.182 1.407 0.056
O 1.865 -2.535 -0.748
H 1.106 -2.872 -1.280
H 2.604 -2.445 -1.343
O 0.567 -1.703 -3.011
H -0.166 -2.083 -3.485
H 1.185 -1.218 -3.545
```

Values from the calculation:
* gap between HOMO and LUMO: 8.798 eV
* HOMO energy: -8.4 eV
* relative energy (zero: lowest compared OMol25 entry of this formula, charge and spin): 165.43 kJ/mol
* structure (SMILES): CCCN(C)C.O.O
* total energy: -405.8794 Ha


[11]
A single C4H6F2 molecule at a distorted geometry, computed with wB97M-V/def2-TZVPD.

```
12
C4H6F2 wB97M-V/def2-TZVPD
C 1.451 -0.541 -0.276
C 0.227 0.355 -0.393
C -0.757 0.882 0.774
C -1.176 -0.247 -0.045
F -2.234 -0.103 -0.822
F -1.239 -1.428 0.494
H 1.207 -1.461 0.207
H 1.649 -0.967 -1.260
H 2.307 0.081 0.168
H 0.284 0.999 -1.254
H -1.203 1.889 0.645
H -0.516 0.542 1.762
```

Values from the calculation:
* gap between HOMO and LUMO: 11.058 eV
* HOMO energy: -10.0 eV
* relative energy (zero: lowest compared OMol25 entry of this formula, charge and spin): 95.99 kJ/mol
* structure (SMILES): C[C@@H]1CC1(F)F
* total energy: -355.6881 Ha


[12]
A molecular structure, C17H45O16PbS5 at a distorted geometry, computed with wB97M-V/def2-TZVPD.

```
84
C17H45O16PbS5 wB97M-V/def2-TZVPD
Pb -0.080 0.067 0.005
C -1.835 2.910 -3.463
C -0.705 2.193 -2.722
O -1.064 1.218 -1.792
H -1.504 3.240 -4.446
H -2.239 3.693 -2.822
H -2.628 2.183 -3.657
H 0.014 2.847 -2.201
H -0.081 1.798 -3.545
O 0.851 2.083 1.590
S 1.178 3.445 1.922
O 2.169 4.075 1.111
O -0.199 4.239 1.997
C -0.238 5.676 1.927
C -1.534 6.064 1.212
C 1.633 3.468 3.642
H 0.577 6.134 1.366
H -0.248 6.045 2.953
H -1.545 7.139 1.042
H -2.383 5.665 1.762
H -1.560 5.640 0.206
H 2.717 3.332 3.652
H 1.147 2.657 4.170
H 1.515 4.502 3.960
O -3.839 -1.807 -1.368
S -2.723 -2.555 -0.891
O -1.784 -1.975 0.038
O -3.305 -3.873 -0.193
C -4.505 -4.457 -0.708
C -5.708 -4.056 0.085
C -1.795 -3.257 -2.232
H -4.382 -5.542 -0.740
H -4.667 -4.228 -1.765
H -5.847 -2.971 0.036
H -5.648 -4.360 1.126
H -6.610 -4.342 -0.460
H -2.347 -3.908 -2.910
H -1.024 -3.878 -1.784
H -1.458 -2.416 -2.836
O 4.295 0.316 -1.936
S 3.440 1.334 -1.409
O 2.101 0.994 -0.977
O 4.226 2.082 -0.222
C 4.648 1.223 0.854
C 6.081 0.727 0.710
C 3.241 2.665 -2.577
H 4.051 0.380 1.206
H 4.654 2.003 1.619
H 6.215 0.115 -0.183
H 6.477 0.175 1.562
H 6.758 1.572 0.567
H 2.482 3.357 -2.233
H 2.918 2.081 -3.441
H 4.255 3.020 -2.744
O -3.274 1.940 2.583
S -2.813 0.617 2.816
O -1.724 0.113 2.010
O -2.412 0.494 4.359
C -2.103 -0.803 4.897
C -0.981 -0.577 5.874
C -4.211 -0.501 2.742
H -1.707 -1.506 4.159
H -2.995 -1.264 5.321
H -1.141 0.151 6.670
H -0.010 -0.301 5.453
H -0.687 -1.512 6.362
H -4.676 -0.227 1.797
H -4.822 -0.114 3.556
H -3.900 -1.534 2.845
O 2.587 -1.743 -3.340
S 1.921 -2.417 -2.277
O 0.846 -1.779 -1.566
O 1.414 -3.832 -2.819
C 2.282 -4.494 -3.784
C 1.537 -4.526 -5.113
C 3.128 -2.952 -1.032
H 2.498 -5.468 -3.341
H 3.251 -4.003 -3.857
H 1.687 -5.393 -5.749
H 1.835 -3.586 -5.578
H 0.466 -4.436 -4.929
H 3.740 -3.759 -1.414
H 2.540 -3.241 -0.155
H 3.565 -2.074 -0.555
```

Values from the calculation:
* gap between HOMO and LUMO: 8.094 eV
* HOMO energy: -10.2 eV
* relative energy (zero: lowest compared OMol25 entry of this formula, charge and spin): 81.55 kJ/mol
* charge: +1
* total energy: -4062.0564 Ha


[13]
A single C21H27N5O4S2 molecule at a distorted geometry, computed with wB97M-V/def2-TZVPD.

```
59
C21H27N5O4S2 wB97M-V/def2-TZVPD
O -2.223 -0.252 0.627
C -1.549 0.049 -0.340
N -1.999 0.969 -1.254
C -3.216 1.582 -1.133
N -3.671 2.434 -1.989
N -4.878 2.890 -1.676
C -5.366 2.400 -0.591
C -6.673 2.758 -0.061
C -6.882 2.828 1.432
C -7.501 1.719 0.654
S -4.291 1.243 0.200
C -0.193 -0.483 -0.603
C 0.804 0.401 -1.007
C 2.119 -0.001 -1.058
S 3.385 1.138 -1.583
O 4.181 0.518 -2.602
O 2.767 2.403 -1.878
N 4.321 1.219 -0.193
C 5.698 1.617 -0.416
C 6.507 1.364 0.852
C 5.895 2.141 2.016
C 4.428 1.752 2.173
C 3.684 1.980 0.860
C 2.477 -1.288 -0.686
C 1.507 -2.182 -0.299
C 0.144 -1.821 -0.274
N -0.813 -2.740 0.023
C -0.597 -3.870 0.899
C -0.791 -5.181 0.131
O -2.083 -5.228 -0.427
C -2.296 -4.140 -1.292
C -2.121 -2.782 -0.589
H -1.445 1.228 -2.059
H -7.186 3.480 -0.682
H -6.037 2.597 2.063
H -7.514 3.615 1.811
H -7.081 0.730 0.753
H -8.568 1.731 0.489
H 0.586 1.432 -1.243
H 6.065 1.024 -1.254
H 5.753 2.682 -0.688
H 6.490 0.297 1.078
H 7.541 1.668 0.688
H 6.440 1.932 2.938
H 5.968 3.212 1.814
H 4.357 0.696 2.438
H 3.957 2.340 2.962
H 2.650 1.635 0.933
H 3.672 3.051 0.607
H 3.516 -1.570 -0.732
H 1.794 -3.190 -0.045
H 0.389 -3.822 1.357
H -1.353 -3.823 1.693
H -0.714 -6.041 0.798
H -0.033 -5.266 -0.664
H -3.316 -4.242 -1.666
H -1.592 -4.194 -2.139
H -2.217 -1.998 -1.338
H -2.898 -2.644 0.172
```

Values from the calculation:
* gap between HOMO and LUMO: 8.449 eV
* HOMO energy: -8.3 eV
* structure (SMILES): O=C(Nc1nnc(C2CC2)s1)c1cc(S(=O)(=O)N2CCCCC2)ccc1N1CCOCC1
* total energy: -2187.4989 Ha


[14]
A single C5H9N molecule at a distorted geometry, computed with wB97M-V/def2-TZVPD.

```
15
C5H9N wB97M-V/def2-TZVPD
C 0.382 1.086 2.027
C 1.239 0.175 1.573
C 1.038 -0.687 0.347
C 0.177 0.004 -0.720
C -1.088 -0.333 -0.950
N -1.633 -0.097 -2.243
H 0.744 1.785 2.761
H -0.495 1.365 1.458
H 2.142 0.046 2.160
H 0.471 -1.602 0.520
H 2.021 -0.810 -0.095
H 0.703 0.578 -1.468
H -1.811 -0.657 -0.211
H -2.641 -0.103 -2.255
H -1.249 -0.752 -2.905
```

Values from the calculation:
* gap between HOMO and LUMO: 9.549 eV
* HOMO energy: -8.4 eV
* relative energy (zero: lowest compared OMol25 entry of this formula, charge and spin): 179.73 kJ/mol
* structure (SMILES): C=CC/C=C/N
* total energy: -250.5985 Ha